# 1
C3H12N | ωB97M-V/def2-TZVPD

Positions of all 16 atoms, in Å:
N1 1.4727 -1.4715 -1.6957
H1 0.8536 -2.2931 -1.7206
H2 2.4288 -1.8084 -1.8661
H3 1.1233 -0.9019 -2.4726
H4 1.5323 -0.9436 -0.8212
C1 0.4963 0.5097 1.3658
C2 -0.6048 1.2200 0.6375
C3 -1.7582 0.2260 0.1355
H5 0.1272 0.0323 2.2908
H6 1.4159 1.1146 1.4259
H7 0.8592 -0.4738 0.9602
H8 -0.1935 1.8530 -0.1513
H9 -1.1052 1.9458 1.3054
H10 -2.6060 0.8219 -0.2164
H11 -1.2876 -0.3490 -0.6726
H12 -2.1212 -0.4855 0.8699

The expectation value of S² is 0.75. Its HOMO energy (alpha / beta) is -0.7972 / -0.8059 Ha. The charge is +2. As for the spin multiplicity: 2. As for the HOMO-LUMO gap (alpha / beta): 13.639 / 7.270 eV. The LUMO energy (alpha / beta) comes out at -8.054 / -14.660 eV. The calculation puts the calculated total energy at -175.4335 hartree.

# 2
C3H12N | ωB97M-V/def2-TZVPD

Positions of all 16 atoms, in Å:
N1 -1.8409 -0.9690 0.9848
H1 -2.3209 -0.5101 0.1681
H2 -1.4138 -1.9076 0.7593
H3 -0.9789 -0.3238 1.2475
H4 -2.4160 -1.0313 1.8011
C1 1.2101 -0.0189 0.7333
C2 0.8946 -0.0239 -0.8924
C3 0.2297 1.2102 -1.4673
H5 2.3263 -0.1131 0.8928
H6 0.7826 -0.9419 1.2500
H7 0.9698 0.8942 1.3940
H8 0.2573 -0.8987 -1.1891
H9 1.8543 -0.2572 -1.3149
H10 0.7725 1.9977 -0.7878
H11 0.5277 1.3164 -2.4530
H12 -0.8543 1.5769 -1.1265

The expectation value of S² is 0.75. Its HOMO energy (alpha / beta) is -0.8030 / -0.8023 Ha. The charge is +2. As for the spin multiplicity: 2. As for the HOMO-LUMO gap (alpha / beta): 13.704 / 6.784 eV. The LUMO energy (alpha / beta) comes out at -8.146 / -15.048 eV. The calculation puts the calculated total energy at -175.3906 hartree.

# 3
C3H12N2 | ωB97M-V/def2-TZVPD

Positions of all 17 atoms, in Å:
N1 -0.4578 0.4322 2.6946
C1 -0.2425 -0.5135 3.7791
N2 -0.8397 -0.2003 5.0774
H1 -0.8634 1.3174 3.0552
H2 0.5314 0.7729 2.6354
H3 0.8464 -0.5068 3.9905
H4 -0.5625 -1.5415 3.4631
H5 -0.4009 -0.7237 5.8402
H6 -1.6884 -0.5070 5.0809
C2 0.2514 -0.2399 -3.8537
C3 0.7267 0.6258 -5.0091
H7 0.9391 -1.1411 -3.9148
H8 0.1261 0.1314 -2.6977
H9 -0.7270 -0.6573 -4.1486
H10 1.0856 0.2558 -5.9473
H11 1.4321 1.2933 -4.7108
H12 -0.1566 1.2023 -5.3345

Its HOMO energy is -0.3549 Ha. As for the SMILES: NCN.CC. The charge is 0. As for the spin multiplicity: 1. As for the HOMO-LUMO gap: 10.715 eV. The LUMO energy comes out at 1.058 eV. The calculation puts the calculated total energy at -230.9295 hartree.

# 4
C3H12N2 | ωB97M-V/def2-TZVPD

Positions of all 17 atoms, in Å:
C1 4.1016 -1.9290 4.5704
C2 4.4783 -3.3727 4.2116
H1 3.6061 -1.9145 5.6808
H2 3.3868 -1.3942 3.8999
H3 4.9783 -1.2611 4.7057
H4 5.3544 -3.9809 4.6817
H5 3.4816 -3.8846 3.9662
H6 4.8266 -3.2958 3.0542
N1 -2.0276 2.0896 -2.3274
C3 -2.6997 1.7731 -3.5746
N2 -4.1549 1.6064 -3.3398
H7 -1.7865 3.0487 -2.1848
H8 -2.0258 1.4525 -1.5470
H9 -2.4359 2.4600 -4.3245
H10 -2.4530 0.6851 -3.8967
H11 -4.4223 0.8765 -2.6642
H12 -4.5132 2.5080 -2.9449

The expectation value of S² is 0.76. Its HOMO energy (alpha / beta) is -0.4469 / -0.4469 Ha. The charge is +1. As for the spin multiplicity: 2. As for the HOMO-LUMO gap (alpha / beta): 8.432 / 3.406 eV. The LUMO energy (alpha / beta) comes out at -3.730 / -8.756 eV. The calculation puts the calculated total energy at -230.6224 hartree.

# 5
C3H12N2 | ωB97M-V/def2-TZVPD

Positions of all 17 atoms, in Å:
C1 -1.2366 -1.8522 -1.4827
N1 -0.9988 -1.5434 -0.0599
H1 -1.3099 -0.9367 -2.0586
H2 -0.5458 -2.4736 -2.0516
H3 -2.2520 -2.2233 -1.5774
H4 -0.6527 -0.7650 0.5980
H5 -1.7241 -1.9468 0.5380
C2 -0.0242 1.6637 -0.1436
N2 0.3741 0.7508 0.9598
C3 1.8105 0.6061 1.1563
H6 -0.8050 2.3031 0.2742
H7 -0.2656 1.0916 -1.0358
H8 0.8167 2.3387 -0.3701
H9 -0.0583 1.0660 1.8204
H10 2.2825 1.6280 1.3128
H11 2.2409 -0.0756 1.8801
H12 2.3483 0.3685 0.2402

The expectation value of S² is 0.75. Its HOMO energy (alpha / beta) is -0.4996 / -0.4962 Ha. The charge is +1. As for the spin multiplicity: 2. As for the HOMO-LUMO gap (alpha / beta): 10.449 / 5.589 eV. The LUMO energy (alpha / beta) comes out at -3.145 / -7.912 eV. The calculation puts the calculated total energy at -230.6384 hartree.

# 6
C3H12N2O | ωB97M-V/def2-TZVPD

Positions of all 18 atoms, in Å:
C1 -1.8569 -0.9881 1.5324
C2 -1.8238 -1.7489 0.2262
O1 -1.9761 -0.9247 -0.9395
H1 -0.9527 -0.4641 1.8197
H2 -2.7419 -0.3445 1.5087
H3 -2.1060 -1.7072 2.3203
H4 -2.6472 -2.4649 0.1667
H5 -0.8974 -2.3146 0.0996
H6 -2.0718 -0.0044 -0.6871
N1 1.9215 2.0507 -1.7798
C3 1.7618 0.8095 -0.9889
N2 1.8395 1.0462 0.4417
H7 1.6277 2.7616 -1.1202
H8 2.9064 2.2261 -1.9591
H9 0.7472 0.4660 -1.1952
H10 2.4432 0.0205 -1.3065
H11 1.0964 0.6154 0.9681
H12 2.7301 0.9654 0.8930

Its HOMO energy is -0.3321 Ha. As for the SMILES: CCO.NCN. The charge is 0. As for the spin multiplicity: 1. As for the HOMO-LUMO gap: 9.936 eV. The LUMO energy comes out at 0.899 eV. The calculation puts the calculated total energy at -306.2171 hartree.

What is the formula in the fourth record? C3H12N2